Entry 1:
C12H30Br4HfO9S2 | ωB97M-V with the def2-TZVPD basis set

Cartesian coordinates (Å):
1 H 3.54 -1.11 -15.19
2 H -2.73 -6.15 -6.84
3 S 8.36 -0.65 -3.30
4 O 9.17 -0.65 -1.85
5 S 5.65 -1.47 -10.87
6 H -0.38 -5.56 -2.45
7 C -0.70 -6.51 -2.86
8 H 8.65 0.90 -0.57
9 C 7.16 -2.21 -11.68
10 H 10.39 -0.06 0.46
11 H -2.27 -5.20 -3.58
12 O -1.93 -6.54 -4.99
13 H 6.93 -3.21 -12.04
14 O 0.33 -7.10 -3.69
15 Br 1.34 -1.52 -4.99
16 H 7.52 -0.46 -0.64
17 C -0.06 -8.46 -4.00
18 O 5.26 -2.37 -9.76
19 H 5.57 -1.00 -13.81
20 C -2.04 -6.26 -3.63
21 H 3.28 -10.19 -2.81
22 H 1.02 -10.36 -4.29
23 H 7.41 1.44 -2.30
24 C 4.61 -0.94 -13.29
25 H 7.43 -1.60 -12.54
26 O 7.20 -1.49 -3.20
27 C 3.45 -9.61 -3.71
28 Br 2.19 -7.20 -8.96
29 O 2.34 -8.73 -4.03
30 H 1.04 -9.60 -2.69
31 H 8.65 1.74 -3.56
32 H -0.87 -8.71 -3.32
33 H 4.37 0.06 -12.95
34 H -3.18 -4.99 -5.67
35 C 3.47 -1.41 -14.15
36 Br 4.59 -5.69 -0.56
37 H -3.80 -6.71 -5.51
38 C 8.58 -0.19 -0.64
39 H 3.64 -10.22 -4.60
40 H 4.41 -9.15 -3.47
41 C 9.45 -0.61 0.52
42 H -2.88 -6.87 -3.29
43 C 7.77 1.15 -3.28
44 H 6.96 1.39 -3.97
45 H 7.98 -2.29 -10.96
46 H 9.04 -0.37 1.50
47 C 1.09 -9.41 -3.76
48 Hf 3.89 -5.30 -5.22
49 H -0.84 -7.08 -1.94
50 H 2.53 -1.08 -13.73
51 C -2.98 -6.05 -5.78
52 H 9.60 -1.68 0.42
53 O 5.73 -0.04 -10.73
54 H 3.43 -2.49 -14.00
55 H -0.50 -8.52 -5.00
56 O 9.34 -0.86 -4.39
57 O 4.64 -1.80 -12.17
58 Br 8.01 -6.93 -6.58

frontier orbital gap = 2.7 eV
ΔE to the lowest compared entry with this formula, charge and spin = 22.724 eV
charge = 0
total energy = -334486.228 eV
largest force on an atom = 3.6 eV Å⁻¹
2S+1 = 1

Atom charges from the natural (NBO) analysis, given in e for atoms 1 to 2: 0.2210, 0.1993

=====

Entry 2:
C12H30Br6N6O12 | ωB97M-V with the def2-TZVPD basis set

Cartesian coordinates (Å):
1 N -3.21 3.87 2.95
2 N 2.35 -4.98 1.24
3 H 1.81 -3.34 -0.02
4 C 2.37 -1.14 3.32
5 Br 1.39 2.62 -0.37
6 H -1.09 -1.96 -4.50
7 H -1.54 -1.88 3.84
8 C -2.57 -1.69 4.13
9 O 3.82 -2.57 4.37
10 H 2.18 2.05 1.96
11 O 3.34 -0.75 5.40
12 H -1.40 -3.71 -4.11
13 N 3.22 -1.52 4.46
14 Br 3.68 4.22 3.34
15 N -3.00 -2.39 -3.83
16 C 2.97 3.96 1.54
17 H 3.06 -0.94 2.50
18 H -1.77 1.03 0.01
19 H 4.45 -2.98 -4.13
20 H -2.22 3.97 -3.58
21 H 1.72 -1.96 3.07
22 O -2.17 4.46 2.83
23 N 2.71 -2.23 -3.18
24 H -3.58 2.01 2.13
25 O 1.53 -2.01 -3.38
26 Br -0.49 -1.79 1.06
27 H 0.13 3.36 -3.64
28 O -3.06 0.55 3.91
29 H -4.85 3.19 1.80
30 H -0.22 -1.27 -1.41
31 H 3.21 -4.19 -3.78
32 O -3.92 3.94 3.93
33 Br -1.63 4.90 -1.41
34 H 3.75 3.54 0.91
35 O 3.39 -1.69 -2.34
36 O -2.09 -0.08 5.71
37 O -4.07 -2.74 -4.29
38 H 1.91 -0.18 3.52
39 H 2.08 -4.82 -0.84
40 H 2.92 -2.98 -5.08
41 C -1.78 -2.80 -4.58
42 O -2.84 -1.75 -2.80
43 H -3.27 3.21 0.93
44 C 1.65 -4.42 0.07
45 C 3.38 -3.17 -4.12
46 H 0.90 3.39 1.99
47 H -2.06 -3.08 -5.58
48 O 2.88 -6.06 1.10
49 H 2.70 4.96 1.21
50 N -2.64 -0.30 4.66
51 Br -1.48 1.25 -2.36
52 H 0.59 -4.60 0.23
53 Br -0.13 4.61 -5.75
54 C 1.80 2.98 1.56
55 H 0.41 0.06 -0.36
56 H 0.64 5.00 -3.38
57 H -3.02 -2.39 4.82
58 H -3.15 -1.63 3.22
59 C -1.64 0.24 -0.73
60 O 2.25 -4.40 2.29
61 C -1.53 4.78 -3.37
62 C -0.14 4.39 -3.84
63 C -3.78 3.05 1.87
64 H -2.59 -0.29 -0.77
65 H -1.84 5.73 -3.79
66 C -0.41 -0.62 -0.56

frontier orbital gap = 9.4 eV
ΔE to the lowest compared entry with this formula, charge and spin = 0.148 eV
charge = 0
total energy = -466679.109 eV
largest force on an atom = 1.9 eV Å⁻¹
2S+1 = 1

Atom charges from the natural (NBO) analysis, given in e for atoms 1 to 2: 0.5363, 0.5331

=====

Entry 3:
C12H30ClIrO3P2Si | ωB97M-V with the def2-TZVPD basis set

Cartesian coordinates (Å):
1 H -2.62 -0.38 3.55
2 H 0.17 4.26 -2.36
3 H -0.12 1.76 4.65
4 C 0.26 -0.16 -4.90
5 H 0.70 -0.10 -5.94
6 H -2.30 -2.76 -0.79
7 H -0.38 0.73 -4.73
8 H 1.16 -2.69 1.43
9 H -0.34 -1.10 -4.81
10 C 1.26 -3.15 0.44
11 H -1.48 -0.59 4.90
12 H 1.96 3.07 0.02
13 H 0.84 2.29 3.27
14 C -0.11 1.81 3.55
15 O 2.27 -0.19 -3.34
16 C 0.30 -3.32 -2.27
17 Cl -2.29 -0.11 -1.04
18 H 1.26 -1.89 3.34
19 H -0.67 -3.29 -2.79
20 H -1.74 -2.16 0.80
21 H -2.62 2.46 -0.84
22 C -1.54 -2.87 -0.01
23 H 0.74 2.99 1.30
24 P -0.19 2.36 -0.82
25 H 1.06 -2.82 -2.89
26 Si -0.22 0.07 2.87
27 C 1.87 0.12 -0.63
28 H 2.17 -0.54 2.61
29 C 1.38 -0.80 3.33
30 H 0.60 -4.36 -2.08
31 H 2.29 -2.99 0.07
32 O -0.51 0.07 1.30
33 C -0.09 3.19 -2.45
34 Ir 0.01 0.00 -0.74
35 H -1.63 -1.84 3.67
36 C -1.84 2.75 -0.12
37 H 0.66 2.67 -3.06
38 C 0.92 3.29 0.26
39 C -1.63 -0.76 3.82
40 H -0.93 2.46 3.23
41 H 1.06 -4.23 0.50
42 O 3.04 0.23 -0.59
43 H 1.72 -0.49 4.34
44 C 1.23 -0.17 -3.86
45 H -1.08 3.11 -2.91
46 H -1.94 3.82 0.11
47 H -1.51 -3.90 0.36
48 H -1.97 2.14 0.78
49 H 0.74 4.37 0.16
50 P 0.09 -2.36 -0.73

frontier orbital gap (alpha / beta) = 6.0 / 5.2 eV
charge = +2
total energy = -60873.110 eV
largest force on an atom = 6.3 eV Å⁻¹
2S+1 = 5

Atom charges from the natural (NBO) analysis, given in e for atoms 1 to 2: 0.2574, 0.2844

=====

Entry 4:
C12H30ClMgO6 | ωB97M-V with the def2-TZVPD basis set

Cartesian coordinates (Å):
1 H 2.82 -27.82 2.26
2 H 3.11 -26.18 0.71
3 O 8.12 -22.75 1.44
4 C 7.28 -18.97 -8.60
5 H 1.94 -27.36 0.04
6 O 4.85 -28.09 1.66
7 H 6.41 -21.23 -7.21
8 H 6.66 -23.61 0.22
9 C 7.44 -23.45 2.49
10 H 2.35 -26.28 -1.86
11 H 10.39 -24.51 -2.43
12 Cl 2.81 -20.10 -2.25
13 O 3.76 -27.41 -0.88
14 H 6.91 -15.35 -10.06
15 O 6.80 -19.12 -7.28
16 C 5.24 -29.04 2.73
17 C 10.80 -24.65 -1.43
18 C 3.43 -26.42 -1.89
19 H 7.50 -24.54 2.41
20 H 6.83 -17.68 -10.31
21 H 5.18 -15.69 -10.17
22 H 11.80 -24.25 -1.54
23 H 4.67 -28.98 3.65
24 C 6.98 -20.41 -6.77
25 C 2.98 -27.18 0.31
26 H 5.41 -18.37 -9.42
27 H 10.88 -25.69 -1.11
28 H 6.38 -23.19 2.42
29 H 5.03 -30.06 2.41
30 H 7.45 -22.38 -0.63
31 H 3.13 -29.09 1.02
32 H 3.87 -25.46 -1.63
33 C 3.45 -28.13 1.42
34 C 7.65 -23.16 0.10
35 H 8.02 -20.73 -6.86
36 H 5.91 -14.75 -8.79
37 O 10.02 -23.83 -0.58
38 H 7.76 -23.19 3.50
39 H 7.27 -19.97 -9.03
40 C 6.02 -15.59 -9.48
41 O 6.19 -16.70 -8.63
42 H 6.61 -20.44 -5.75
43 H 8.31 -18.62 -8.56
44 C 6.41 -17.94 -9.34
45 Mg -0.23 -19.77 -0.49
46 H 6.31 -28.88 2.85
47 H 8.19 -24.26 -1.61
48 C 8.62 -24.14 -0.61
49 H 8.61 -25.10 -0.09
50 H 3.81 -26.72 -2.87

frontier orbital gap = 1.4 eV
ΔE to the lowest compared entry with this formula, charge and spin = 10.837 eV
charge = +1
total energy = -43166.425 eV
largest force on an atom = 2.1 eV Å⁻¹
2S+1 = 1

Atom charges from the natural (NBO) analysis, given in e for atoms 1 to 2: 0.1623, 0.1538

=====

Entry 5:
C12H30ClN2O4Zn | ωB97M-V with the def2-TZVPD basis set

Cartesian coordinates (Å):
1 N 0.07 4.88 0.92
2 C -0.53 6.24 0.78
3 C 0.88 -3.45 0.45
4 H -3.62 -3.32 -3.47
5 H 1.83 -3.85 0.07
6 C -0.46 -4.86 -1.20
7 H 1.06 5.06 0.77
8 H -1.42 3.75 0.28
9 H 1.07 -4.07 2.50
10 O 0.78 -5.72 1.26
11 H -4.62 -4.22 -2.33
12 Cl -1.11 -0.82 1.35
13 C 2.55 8.11 1.14
14 O 1.61 7.21 0.66
15 H -0.57 -4.40 1.81
16 H 0.76 -6.82 3.07
17 H -1.06 -5.36 -0.44
18 H 1.29 0.37 -0.66
19 H -0.86 -3.68 -2.90
20 H 2.87 1.10 -1.13
21 C 0.39 7.31 1.43
22 C 0.52 -4.39 1.61
23 H 1.07 -2.47 0.87
24 H -0.78 -6.92 2.02
25 C -0.41 3.92 -0.08
26 H 0.49 -5.36 -1.39
27 H 0.49 7.13 2.51
28 Zn -1.95 -2.64 -0.18
29 H 0.33 -3.05 -1.39
30 H -0.17 8.25 1.41
31 C -3.63 -4.17 -2.79
32 H -1.32 -5.37 -3.14
33 H -3.62 -5.12 -3.32
34 H -0.51 1.70 -0.12
35 C -1.31 -4.56 -2.41
36 C 1.79 1.20 -1.18
37 O -2.55 -4.04 -1.87
38 C 0.30 -6.76 2.08
39 H -0.60 6.42 -0.30
40 H 2.29 9.14 0.86
41 H 3.52 7.97 0.65
42 N -0.14 -3.51 -0.61
43 H -0.29 4.36 -1.07
44 H 2.76 7.90 2.19
45 O 1.42 2.41 -0.62
46 C 0.20 2.49 0.13
47 H -1.50 6.22 1.28
48 H 0.47 2.20 1.15
49 H 1.47 1.13 -2.23
50 H 0.76 -7.58 1.53

frontier orbital gap = 4.7 eV
ΔE to the lowest compared entry with this formula, charge and spin = 0.779 eV
charge = +1
total energy = -85031.272 eV
largest force on an atom = 2.7 eV Å⁻¹
2S+1 = 1

Atom charges from the natural (NBO) analysis, given in e for atoms 1 to 2: -0.6301, -0.2317

=====

Entry 6:
C12H30CsN2O4S | ωB97M-V with the def2-TZVPD basis set

Cartesian coordinates (Å):
1 C -0.79 3.27 1.68
2 O -5.04 -1.73 -1.40
3 C -1.16 1.82 2.01
4 H -2.44 -4.30 0.72
5 H 2.41 -0.39 0.25
6 H 1.90 -1.98 -1.49
7 H -1.80 1.45 1.22
8 N 0.57 -3.21 -0.49
9 C 1.48 -4.25 -0.04
10 H 1.63 2.04 -1.43
11 H 1.37 1.94 1.14
12 O -3.67 0.00 -2.55
13 H 2.35 -1.97 1.02
14 H -1.77 4.27 -1.26
15 H -1.67 -4.76 -0.76
16 N 0.03 3.38 0.45
17 O -3.15 -0.65 -0.22
18 O -2.86 -2.22 -2.03
19 H -0.22 3.73 2.50
20 H -1.69 3.86 1.54
21 H -1.30 -2.34 -0.15
22 H 3.11 2.22 -0.46
23 C -1.41 5.12 -0.67
24 C -0.67 -3.13 0.28
25 H 3.36 -3.31 -0.70
26 H -0.50 -2.81 1.33
27 C -0.05 4.74 -0.08
28 C 1.38 2.91 0.63
29 C 2.82 -4.26 -0.78
30 H 0.64 4.83 -0.93
31 C 2.13 2.64 -0.68
32 H 2.72 -4.51 -1.83
33 H -0.29 1.19 2.16
34 H 0.46 5.42 0.63
35 C -1.46 -4.42 0.25
36 Cs -1.19 1.19 -1.45
37 S -3.71 -1.08 -1.53
38 C 1.12 -1.90 -0.72
39 H 1.98 3.56 1.29
40 H -0.94 -5.21 0.81
41 H 3.45 -5.02 -0.32
42 H -1.41 6.01 -1.28
43 H -2.18 5.15 0.11
44 H -1.68 1.86 2.97
45 H 0.33 -1.30 -1.16
46 H 2.34 3.60 -1.16
47 H 0.97 -0.87 1.19
48 H 1.72 -4.15 1.04
49 C 1.75 -1.21 0.51
50 H 1.02 -5.23 -0.15

frontier orbital gap = 4.5 eV
ΔE to the lowest compared entry with this formula, charge and spin = 0.523 eV
charge = -1
total energy = -35485.048 eV
largest force on an atom = 4.9 eV Å⁻¹
2S+1 = 1

Atom charges from the Mulliken analysis, given in e for atoms 1 to 2: -0.7000, -0.7701

=====

Entry 7:
C12H30Cu4O16 | ωB97M-V with the def2-TZVPD basis set

Cartesian coordinates (Å):
1 O 20.47 8.77 -2.57
2 O 24.64 8.56 -0.33
3 C 18.44 9.94 0.01
4 H 22.58 12.97 -6.30
5 H 16.81 11.59 0.18
6 C 21.52 9.27 -2.89
7 O 23.43 7.00 0.54
8 C 17.03 6.08 -3.92
9 H 23.91 13.36 0.72
10 H 18.02 5.60 -5.36
11 O 24.91 6.53 -0.90
12 H 24.63 5.87 -6.64
13 O 22.34 9.46 -2.02
14 H 22.51 13.56 -2.74
15 H 18.21 9.73 -1.03
16 Cu 20.93 7.08 -4.63
17 O 24.61 8.79 -4.92
18 O 22.66 6.58 -6.40
19 H 18.92 8.40 -3.97
20 C 24.67 8.09 -6.23
21 C 21.89 13.60 -1.84
22 C 17.80 11.32 0.55
23 H 23.73 9.10 -4.70
24 Cu 23.77 7.64 -2.66
25 C 17.29 7.53 -4.21
26 H 16.69 7.83 -5.08
27 Cu 21.41 7.55 -0.54
28 O 17.12 5.39 -5.13
29 H 21.91 14.06 0.28
30 H 22.65 10.90 -4.32
31 H 23.12 14.89 -0.62
32 C 24.07 6.66 -6.14
33 H 20.60 12.07 -6.90
34 O 20.98 12.54 -1.59
35 C 22.62 13.92 -0.53
36 H 17.39 5.55 -3.03
37 O 23.65 13.03 -0.14
38 C 21.04 11.65 -5.99
39 O 20.95 10.37 -6.46
40 O 19.84 9.80 0.20
41 C 24.43 7.38 -0.12
42 O 18.59 7.66 -4.49
43 H 19.31 12.10 -0.41
44 H 17.99 11.33 1.62
45 H 20.48 11.81 -5.07
46 H 21.31 14.52 -1.93
47 O 18.47 12.45 -0.11
48 H 21.20 9.75 -5.77
49 H 18.01 9.10 0.57
50 H 16.99 8.19 -3.40
51 H 24.21 8.72 -6.99
52 H 15.98 6.04 -3.62
53 H 21.30 11.72 -1.97
54 H 25.73 7.93 -6.47
55 O 21.91 9.38 -4.07
56 C 22.54 11.94 -5.96
57 O 23.03 11.74 -4.60
58 Cu 23.71 10.61 -0.66
59 H 23.19 11.41 -6.66
60 H 20.21 9.84 -0.69
61 H 24.31 6.28 -5.14
62 H 22.52 7.06 -7.22

frontier orbital gap = 4.7 eV
charge = 0
total energy = -224241.443 eV
largest force on an atom = 7.3 eV Å⁻¹
2S+1 = 1

Atom charges from the natural (NBO) analysis, given in e for atoms 1 to 2: -0.8866, -0.9199

=====

Entry 8:
C12H30F12N2O4P2Sr | ωB97M-V with the def2-TZVPD basis set

Cartesian coordinates (Å):
1 C -15.96 0.22 24.44
2 C -13.38 -3.13 24.64
3 H -10.79 -3.01 19.69
4 H -15.63 2.60 22.14
5 C -14.69 2.05 22.10
6 O -14.95 0.73 21.58
7 H -13.34 -5.62 21.28
8 C -14.78 -2.58 19.03
9 H -14.82 -4.86 20.79
10 H -11.91 -1.03 25.92
11 H -16.44 -1.16 20.59
12 F -10.79 2.28 20.90
13 H -14.74 -5.89 22.34
14 F -10.97 -0.88 21.79
15 H -13.17 -3.35 25.68
16 Sr -13.71 -1.35 22.01
17 H -14.20 -0.71 18.75
18 C -12.46 -0.84 25.00
19 H -15.38 1.35 19.54
20 C -11.43 -3.81 20.07
21 N -14.56 -1.21 19.55
22 F -19.06 -3.41 22.48
23 H -16.51 -0.47 25.07
24 F -16.04 -2.31 22.94
25 C -14.25 -5.17 21.67
26 F -17.98 -1.48 22.09
27 H -11.10 -4.05 21.08
28 C -13.22 -4.32 23.68
29 H -14.34 -1.03 26.12
30 P -17.52 -2.95 22.76
31 H -16.76 1.03 20.56
32 N -12.48 -2.01 24.11
33 F -17.90 -2.53 24.27
34 O -14.65 -0.22 24.21
35 H -11.34 -4.69 19.43
36 C -15.72 0.77 20.40
37 H -13.77 -5.17 24.08
38 H -12.18 -4.58 23.52
39 F -17.18 -3.43 21.22
40 H -15.39 -3.16 19.73
41 P -10.89 0.70 21.34
42 F -9.43 0.73 21.94
43 H -16.43 -0.51 18.96
44 H -15.19 -2.60 18.02
45 H -15.95 1.19 24.95
46 H -11.94 0.05 24.62
47 H -14.18 2.09 23.06
48 H -14.00 2.53 21.40
49 F -11.57 1.29 22.70
50 H -11.58 -2.44 24.25
51 F -12.47 0.54 20.82
52 H -12.80 -2.92 18.12
53 F -10.27 0.22 19.87
54 H -16.48 0.25 23.48
55 O -12.68 -3.17 20.12
56 H -13.78 0.63 25.92
57 H -14.45 -2.89 24.65
58 O -13.83 -4.00 22.40
59 F -16.97 -4.41 23.21
60 H -13.68 -4.35 18.81
61 C -13.40 -3.31 18.94
62 C -13.87 -0.34 25.42
63 C -15.84 -0.60 19.87

frontier orbital gap = 10.6 eV
ΔE to the lowest compared entry with this formula, charge and spin = 1.935 eV
charge = 0
total energy = -76138.168 eV
largest force on an atom = 3.2 eV Å⁻¹
2S+1 = 1

Atom charges from the natural (NBO) analysis, given in e for atoms 1 to 2: -0.2586, -0.2795

=====

Entry 9:
C12H30LiNO4 | ωB97M-V with the def2-TZVPD basis set

Cartesian coordinates (Å):
1 C 2.45 -0.77 -2.43
2 H 1.77 -2.91 0.02
3 H 3.21 -1.32 -1.87
4 H 1.72 -3.98 -1.33
5 H -1.35 4.02 -1.00
6 H -0.88 -3.54 1.33
7 C 0.99 0.18 3.29
8 O 1.69 0.52 -0.47
9 C -0.90 3.07 -1.30
10 H -2.12 1.11 -2.46
11 H 4.15 1.22 -1.34
12 H -1.01 3.07 -2.40
13 H -1.56 0.40 4.19
14 C 2.12 0.57 -1.78
15 H -2.35 -1.75 1.22
16 H 0.28 2.15 3.68
17 H 3.01 2.57 -1.71
18 C 1.19 -3.74 -0.41
19 H -3.40 1.89 -1.57
20 H 1.52 -1.34 -2.44
21 H -1.79 0.19 2.53
22 C -2.49 1.29 -1.45
23 H 1.32 1.00 -2.43
24 Li -0.28 0.62 0.10
25 H 1.31 -4.53 0.34
26 C -0.68 -2.80 0.54
27 C -1.96 -2.04 0.24
28 H -2.01 1.84 3.31
29 H 0.00 -2.09 1.04
30 H 0.91 -0.21 4.31
31 H 3.63 1.63 -3.00
32 H 1.05 1.96 1.50
33 C 0.04 1.33 3.00
34 C -2.90 0.01 -0.74
35 H 2.78 -0.59 -3.45
36 H 0.85 -0.66 2.62
37 O 0.12 1.70 1.62
38 N -1.73 -0.82 -0.54
39 H 2.03 0.51 3.18
40 C 3.31 1.54 -1.95
41 C -1.42 0.93 3.25
42 H -3.41 0.27 0.20
43 O -0.16 -3.42 -0.59
44 H -2.71 -2.66 -0.27
45 H -1.30 -1.00 -1.44
46 H -3.72 -0.49 -1.28
47 H 0.18 3.07 -1.13
48 O -1.51 1.97 -0.69

frontier orbital gap = 7.4 eV
ΔE to the lowest compared entry with this formula, charge and spin = 0.408 eV
charge = 0
total energy = -22815.489 eV
largest force on an atom = 1.7 eV Å⁻¹
2S+1 = 1

Atom charges from the natural (NBO) analysis, given in e for atoms 1 to 2: -0.6274, 0.1863